95
Properties=species:S:1:pos:R:3:forces:R:3 method="wB97M-V/def2-TZVPD" energy_ev=-184319.3230 homo_ha="-0.15896 / -0.15980" spin_multiplicity=2 total_charge=-1 s_squared=0.822 e_above_lowest_kj_mol=18.01 homo_lumo_gap_ev="6.928 / 6.954"
As 2.554967 0.334832 1.149536 0.1 -0.1 0.1
Fe 0.389796 0.874293 0.260354 -0.3 0.5 0.1
S -2.229164 -1.497494 -1.647560 -0.5 0.6 -0.8
S 1.572838 1.361728 -1.811290 0.1 0.0 0.0
P -2.530371 0.402061 -1.107484 -0.1 0.4 0.1
P -0.314199 2.041995 -2.135797 -0.1 -0.1 0.0
O 1.258599 -2.379761 0.545638 0.1 0.0 0.2
N -0.536955 -3.496928 -0.257200 0.4 -0.2 0.4
C -3.546922 0.449448 0.418462 0.0 0.0 0.0
C -3.728350 1.144151 -2.299710 0.1 0.0 0.0
C 5.115463 1.685427 1.748503 0.0 0.0 0.0
C -0.037465 2.559880 2.716972 0.0 0.0 0.0
C 0.707340 4.484171 -3.070360 0.0 0.0 0.0
C 0.464270 2.455343 1.414469 0.1 0.0 0.0
C 0.756390 5.865663 -3.154806 0.0 0.0 0.0
C -1.047095 6.027211 -1.572343 0.0 0.0 0.0
C 6.085526 1.540351 0.756285 0.0 0.0 0.0
C -1.094121 4.641029 -1.488580 0.0 0.0 0.0
C -1.254954 1.505847 -0.838186 0.2 -0.6 -0.2
C 7.792876 1.157951 2.408198 0.0 0.0 0.0
C -4.466194 -0.557528 0.691237 0.0 0.0 0.0
C 5.519135 1.571704 3.078389 0.0 0.0 0.0
C -5.104189 1.020581 -4.275348 0.0 0.0 0.0
C 6.841225 1.309135 3.406679 0.0 0.0 0.0
C 7.407947 1.279163 1.079668 0.0 0.0 0.0
C -0.973680 0.010569 -5.615751 0.0 0.0 0.0
C 3.688824 1.942832 1.397563 0.0 0.0 0.0
C -0.125248 6.639449 -2.407054 0.0 0.0 0.0
C -4.987193 3.070712 -3.031671 0.0 0.0 0.0
C 0.003865 3.751588 3.437625 0.0 0.0 0.0
C -4.120143 2.471534 -2.132438 0.0 0.0 0.0
C -0.522569 0.375948 -4.356873 0.0 0.0 0.0
C 0.547826 4.897921 2.880868 0.0 0.0 0.0
C -4.249585 1.607303 2.413307 0.0 0.0 0.0
C -0.838227 1.627698 -3.837274 0.0 0.0 0.0
C -5.478512 2.345008 -4.111040 0.0 0.0 0.0
C -5.277740 -0.479999 1.813954 0.0 0.0 0.0
C -1.611957 2.507102 -4.591591 0.0 0.0 0.0
C -5.171627 0.603572 2.676258 0.0 0.0 0.0
C 1.051985 4.827194 1.588808 0.0 0.0 0.0
C -0.224244 3.865140 -2.240792 0.0 0.0 0.1
C 1.011331 3.634071 0.882102 0.0 0.0 0.0
C -2.062601 2.140183 -5.850376 0.0 0.0 0.0
C 3.787468 -0.789616 0.146819 0.0 0.0 -0.1
C -3.441350 1.531635 1.287634 0.0 0.0 0.0
C -4.234724 0.422000 -3.371606 0.0 0.0 0.0
C 0.044563 -2.516216 0.510876 -0.2 -0.2 -0.4
C 2.733363 -0.459079 2.915419 0.0 0.0 0.0
C -1.742328 0.891181 -6.364074 0.0 0.0 0.0
C -0.472356 -0.269187 1.666675 0.0 0.0 0.0
C -0.921914 -1.684105 1.314989 0.0 -0.1 0.0
H -1.442474 -3.246105 -0.633734 0.0 -0.1 0.2
H -2.097236 0.602028 -7.346167 0.0 0.0 0.0
H -1.773490 4.137586 -0.812227 0.0 0.0 0.0
H 2.262912 -1.438324 2.888416 0.0 0.0 0.0
H 1.434478 3.623399 -0.114889 0.0 0.0 0.0
H 7.128917 1.225935 4.447762 0.0 0.0 0.0
H -2.673905 2.826682 -6.423080 0.0 0.0 0.0
H -0.399891 3.774577 4.444620 0.0 0.0 0.0
H 1.485047 6.342528 -3.798939 0.0 0.0 0.0
H -5.989911 -1.269944 2.020419 0.0 0.0 0.0
H 0.117835 -0.272674 2.584624 0.1 -0.1 0.0
H 4.783015 1.697552 3.864136 0.0 0.0 0.0
H -1.720530 6.626821 -0.972280 0.0 0.0 0.0
H 8.141393 1.169676 0.290087 0.0 0.0 0.0
H 0.094444 -3.885318 -0.942606 0.0 0.0 0.1
H -2.692312 2.289733 1.083754 0.0 0.0 0.0
H -0.485589 1.702459 3.202034 0.0 0.0 0.0
H -5.278648 4.105169 -2.893279 0.0 0.0 0.0
H -4.525605 -1.406746 0.020315 0.0 0.0 0.0
H 8.825233 0.953358 2.662289 0.0 0.0 0.0
H -1.876968 3.478291 -4.191524 0.0 0.0 0.0
H 5.790828 1.631754 -0.282962 0.0 0.0 0.0
H 4.753428 -0.839750 0.646752 0.0 0.0 0.0
H 1.481607 5.706089 1.119532 0.0 0.0 0.0
H -1.381263 0.290496 1.892904 0.1 0.0 0.1
H -1.121593 -2.276754 2.219191 0.0 0.0 0.1
H 3.787628 -0.559991 3.173916 0.0 0.0 0.0
H -3.918481 -0.606080 -3.498496 0.0 0.0 0.0
H 3.338205 -1.776543 0.072201 0.0 0.0 0.0
H -0.731043 -0.969136 -6.008022 0.0 0.0 0.0
H 3.913077 -0.378401 -0.855353 0.0 0.0 0.0
H 0.065355 -0.310986 -3.762601 0.0 0.0 0.0
H 3.604184 2.495849 0.460773 0.0 0.0 0.0
H -3.732076 3.035363 -1.293675 0.0 0.0 0.0
H -5.800265 0.659824 3.556975 0.0 0.0 0.0
H 2.230387 0.168511 3.651614 0.0 0.0 0.0
H -5.478028 0.451077 -5.118071 0.0 0.0 0.0
H -1.864644 -1.649741 0.763719 0.2 -0.1 0.2
H 0.577625 5.826462 3.438690 0.0 0.0 0.0
H 1.401389 3.876416 -3.639954 0.0 0.0 0.0
H 3.191283 2.534211 2.166894 0.0 0.0 0.0
H -0.083008 7.720169 -2.469850 0.0 0.0 0.0
H -4.148229 2.446150 3.091484 0.0 0.0 0.0
H -6.152102 2.813131 -4.819178 0.0 0.0 0.0